Entry 1:
150
Properties=species:S:1:pos:R:3:forces:R:3:mulliken_charge:R:1 method="wB97M-V/def2-TZVPD" e_lumo_ev=-0.65 gap_ev=7.5 homo_energy_ha=-0.298
N -0.4113 0.0349 0.1002 -0.83 -0.14 0.64 3.9017
H -0.3738 0.1606 -0.9012 0.44 0.03 -0.85 -0.5271
H -1.2926 -0.4135 0.3060 -0.70 -0.60 0.11 -0.1705
H -0.4180 0.9111 0.6026 0.54 1.20 0.42 -0.7291
H 0.3541 -0.4490 0.5475 1.27 -0.70 -0.02 -0.7253
N -0.8324 4.6968 1.6627 -0.25 0.76 -0.44 0.1477
H -0.1654 5.4407 1.5152 0.33 0.37 0.51 0.4771
H -1.4224 4.7076 0.8430 -0.95 0.06 -0.99 0.0914
H -1.4401 4.7997 2.4628 0.28 0.00 0.46 0.4275
H -0.3478 3.8118 1.6170 1.15 -1.82 0.81 -0.4688
O 0.5744 2.1216 1.7391 -1.25 -0.27 -0.37 -0.1321
C 1.8097 1.6839 2.2675 0.32 0.03 -0.31 -1.0662
C 2.1800 0.1567 2.4849 -0.55 -0.58 -0.65 -1.3050
O 2.2319 -0.8375 1.4251 -0.59 1.59 0.28 1.6570
H 1.9275 2.1824 3.2297 0.11 -0.40 0.76 0.6060
H 2.6153 2.1651 1.7129 0.38 -0.23 -0.63 -0.1682
H 1.5473 -0.2636 3.2666 -0.67 0.13 0.27 0.2783
H 3.1423 0.1828 2.9961 0.51 0.31 -0.07 0.3545
C 2.3486 -2.7422 -5.2282 -0.14 0.19 1.03 0.0017
O 3.4962 -3.2222 -4.5604 -0.17 -0.26 -0.67 -0.5397
H 2.5401 -1.9035 -5.8975 0.29 -0.20 -0.58 0.2343
H 1.8288 -3.5755 -5.7009 0.10 0.18 -0.22 0.3001
H 1.6992 -2.3042 -4.4702 -0.56 -0.09 -0.01 -0.3524
H 3.6684 -2.5964 -3.8531 0.60 0.27 0.46 0.3744
C 1.2847 -2.6791 -1.4947 -0.93 -1.10 -0.36 -0.1171
O 2.0610 -1.5594 -1.2849 0.31 0.90 -0.87 0.9733
H 1.7249 -3.5967 -1.1043 0.04 -0.08 0.19 0.3188
H 0.2726 -2.5775 -1.1033 -0.23 0.00 0.52 -0.3005
H 1.0947 -2.8634 -2.5521 0.50 0.26 -0.25 -0.0484
H 2.1315 -1.3691 -0.3466 0.06 0.09 0.79 -0.8847
C 4.4410 0.0020 -3.7099 -0.06 -0.60 -0.24 -0.2170
O 4.6322 -1.1603 -2.9065 0.27 0.24 -0.98 -0.6327
H 5.0259 0.8604 -3.3793 -0.16 0.07 0.26 0.3007
H 4.7559 -0.2096 -4.7318 0.22 -0.28 0.03 0.3579
H 3.3795 0.2335 -3.7972 -0.14 0.39 0.28 -0.1251
H 4.4493 -0.9111 -1.9976 -0.22 0.16 0.63 0.2636
C -2.2304 -2.8482 -3.5409 0.60 -1.05 -0.01 -0.3859
O -2.4106 -2.5579 -4.9141 -0.04 0.38 -0.04 -0.5343
H -1.5400 -2.1442 -3.0763 -0.55 0.45 -0.03 -0.1786
H -3.1825 -2.9892 -3.0293 -0.01 0.48 0.29 0.2987
H -1.6966 -3.7934 -3.4420 0.02 -0.31 0.08 0.4411
H -2.8419 -3.3270 -5.2937 0.01 0.04 -0.18 0.3055
C 0.2280 6.2717 -1.6146 0.20 -0.80 -0.12 -0.2093
O 1.5324 5.7757 -1.7387 0.76 1.33 -0.47 -0.6616
H 0.1724 7.3602 -1.6065 0.47 -0.04 0.11 0.3744
H -0.3610 5.9305 -2.4658 -0.50 -0.05 0.00 0.1607
H -0.1813 5.8702 -0.6876 -0.56 0.17 0.04 -0.1708
H 1.5271 4.8238 -1.6146 -0.37 -0.28 0.39 0.2158
C -4.6348 2.7483 1.5867 0.12 0.52 -0.37 -0.2531
O -5.6738 2.6506 0.6269 -0.73 -0.18 0.17 -0.5336
H -3.8914 2.0386 1.2237 0.35 0.20 0.63 -0.1400
H -4.2920 3.7829 1.5724 0.62 0.01 -0.10 0.2024
H -4.9351 2.5908 2.6227 -0.12 -0.67 -0.11 0.4138
H -6.5018 2.7972 1.0900 -0.17 0.02 -0.22 0.2946
C -0.2837 -2.8299 2.6793 0.75 -0.05 0.18 -0.2414
O 0.5873 -3.1002 1.5739 -1.58 -0.67 0.55 0.5067
H 0.3029 -2.6238 3.5746 0.12 -0.02 0.13 -0.0762
H -0.9143 -1.9521 2.5380 -0.26 0.04 -0.34 -0.0660
H -0.8991 -3.6982 2.9145 -0.03 -0.04 -0.36 0.3783
H 1.1869 -2.3526 1.5174 1.03 1.00 0.00 -0.5920
C -2.1676 3.1571 -1.0509 0.75 -2.24 -0.58 -0.0627
O -2.5251 4.3377 -0.4458 -0.59 1.47 0.71 -0.6983
H -1.7144 2.4674 -0.3389 0.07 0.30 0.41 -0.5440
H -3.0363 2.5985 -1.3991 -0.04 0.19 -0.33 0.3816
H -1.3885 3.2943 -1.8007 -0.24 -0.03 -0.31 0.3250
H -3.0818 4.8175 -1.0633 -0.02 0.31 0.16 0.3210
C 1.1295 3.4410 -5.0509 -0.31 1.01 -0.46 -0.4735
O 2.0843 2.4304 -5.2137 0.35 -0.03 0.36 -0.4578
H 1.5723 4.3566 -4.6588 0.54 -0.28 0.25 0.2388
H 0.7287 3.7763 -6.0075 -0.32 -0.22 -0.22 0.3555
H 0.3057 3.2125 -4.3748 -0.14 -0.39 0.09 0.0253
H 1.7052 1.6859 -5.6867 -0.10 0.02 -0.03 0.3054
C 3.7682 4.9340 1.0247 1.02 -0.52 -0.62 -0.1741
O 3.8092 6.2690 1.3986 -1.14 1.68 0.57 -0.5597
H 4.1960 4.3326 1.8269 -0.10 -0.50 -0.19 0.3108
H 2.7651 4.6008 0.7582 -0.20 0.32 0.44 -0.1283
H 4.3256 4.8276 0.0941 0.29 -0.50 -0.03 0.2707
H 4.6898 6.6465 1.4591 0.07 -0.51 -0.16 0.3076
C -3.5734 -0.9278 4.5335 0.03 -0.26 0.85 -0.7453
O -3.5064 -0.3439 3.2532 -1.05 -0.90 -0.11 -0.5291
H -2.5951 -0.9113 5.0140 0.14 -0.19 -0.01 0.2646
H -4.2556 -0.4320 5.2240 -0.17 0.56 -0.16 0.2479
H -3.9480 -1.9513 4.5456 0.23 -0.09 -0.62 0.2176
H -2.8120 0.3187 3.2726 0.56 0.71 -0.07 0.3612
C -4.2420 -0.9086 -0.2128 -0.24 0.06 -0.54 -0.6751
O -3.0910 -0.8506 0.5925 0.10 0.08 -0.26 -0.1216
H -4.8175 -1.8229 -0.0682 0.24 -0.34 -0.16 0.1628
H -4.9576 -0.1106 -0.0150 0.14 0.42 0.08 0.2775
H -3.8957 -0.8325 -1.2435 -0.22 -0.15 -0.10 0.1389
H -3.3817 -0.7430 1.5010 0.03 -0.10 0.94 -0.0076
C -5.5785 -3.3889 2.4647 0.57 0.13 -0.94 -0.4029
O -6.6873 -3.2969 3.3172 -0.08 -0.17 0.23 -0.5485
H -4.6735 -3.6071 3.0316 -0.20 0.17 0.18 0.1787
H -5.6346 -4.1435 1.6802 -0.41 -0.63 0.18 0.4157
H -5.4299 -2.4905 1.8655 0.17 0.49 0.40 0.0530
H -7.4608 -3.0627 2.7991 -0.02 -0.02 -0.02 0.3074
C 5.4702 0.3246 0.4769 0.66 -1.40 -0.42 -0.9471
O 4.3298 0.0453 -0.3331 1.02 1.06 -0.52 -0.1112
H 5.9064 -0.6254 0.7857 -0.37 -0.25 0.89 0.2915
H 6.3311 0.6396 -0.1127 -0.53 0.88 -0.53 0.2997
H 5.3159 0.9865 1.3290 -0.26 0.03 -0.11 0.2479
H 3.6185 -0.2943 0.2149 -0.61 -0.23 0.89 -0.2993
C 4.2195 -3.3122 1.0653 -0.32 1.35 -0.88 0.1896
O 4.2820 -2.5792 2.2538 0.97 -0.82 1.71 -0.7199
H 4.9094 -4.1538 1.0032 -0.15 -0.01 0.56 0.4779
H 3.1863 -3.5964 0.8659 0.03 -0.48 -0.22 -0.4178
H 4.5202 -2.5913 0.3050 -0.01 -0.37 -0.81 -0.1967
H 3.6614 -1.8487 2.2017 -0.60 0.24 -0.52 0.0371
C -1.4288 1.7823 4.7475 -0.10 -0.39 0.27 -1.0823
O -1.7360 1.5752 3.3710 -0.42 0.48 0.72 -0.3280
H -0.8260 0.9675 5.1484 0.04 -0.17 -0.03 0.3052
H -0.8626 2.6920 4.9471 -0.15 0.24 -0.24 0.3868
H -2.3747 1.7932 5.2891 0.07 0.17 0.03 0.3672
H -0.9077 1.6303 2.8887 1.25 0.14 -0.98 0.1071
C 1.7611 -6.0644 2.0263 1.74 0.89 -0.14 -0.3135
O 1.2380 -5.7506 0.7699 -1.22 -0.59 -0.43 -0.6038
H 2.4605 -5.2454 2.1938 0.52 -0.14 0.77 -0.0019
H 1.0994 -6.0491 2.8923 -0.53 -0.48 -0.20 0.2257
H 2.3546 -6.9721 1.9168 -0.33 -0.16 0.34 0.3362
H 0.8323 -4.8911 0.9051 -0.13 0.53 -0.29 0.0929
C -0.1038 0.2769 -3.7475 0.90 -0.30 -0.72 -0.4145
O -0.8515 0.5236 -2.6063 -0.07 0.18 1.38 0.2204
H -0.2685 1.1064 -4.4351 0.06 -0.30 -0.51 0.0939
H 0.9608 0.2461 -3.5158 -0.01 0.14 0.28 -0.1461
H -0.3402 -0.7051 -4.1573 -0.19 0.12 -0.48 0.1406
H -1.7464 0.7326 -2.8841 -0.63 -0.07 0.10 -0.1816
C 1.7740 2.3696 -1.4864 0.26 0.20 0.53 0.1987
O 0.9569 3.3060 -0.8002 -0.99 0.72 -0.73 1.7868
H 1.4681 1.3406 -1.2975 0.14 -0.02 -0.06 -0.7050
H 1.6852 2.6003 -2.5480 0.31 -0.17 0.04 -0.1098
H 2.7726 2.5421 -1.0847 0.37 -0.54 -0.58 0.3657
H 0.7903 3.0105 0.0978 0.28 -0.87 1.05 -0.9522
C 2.3697 -3.1469 5.4857 -0.70 0.15 -0.55 -0.1000
O 3.1415 -2.3893 6.3719 1.05 0.10 0.39 -0.5245
H 1.3676 -3.1141 5.9133 -0.43 -0.68 -0.46 0.2497
H 2.3590 -2.7012 4.4910 0.08 0.29 0.09 -0.2607
H 2.7600 -4.1512 5.3213 -0.17 -0.18 0.26 0.3062
H 3.4691 -3.0326 7.0048 0.23 0.34 0.24 0.3238
C -3.2362 2.3345 -4.2001 0.52 0.21 -1.14 -0.4956
O -3.4111 1.1569 -3.4216 -0.34 0.71 -0.15 -0.5016
H -2.3505 2.1883 -4.8182 0.22 0.02 0.28 0.2019
H -4.0087 2.5245 -4.9452 -0.51 -0.33 0.23 0.3841
H -3.1226 3.2519 -3.6226 0.11 -0.13 0.26 0.1207
H -4.1630 1.3533 -2.8579 -0.19 -0.44 0.27 0.2529
C -2.4119 -4.5713 -0.0779 0.06 0.13 -0.05 0.0419
O -2.8966 -5.7750 -0.6412 -0.11 -0.18 0.02 -0.5715
H -2.5437 -4.5398 1.0036 0.14 -0.06 0.15 0.2432
H -1.3505 -4.4935 -0.3134 -0.06 0.02 0.07 -0.0023
H -2.9386 -3.7113 -0.4916 0.01 0.24 -0.11 -0.0573
H -3.6966 -6.0168 -0.1689 -0.03 -0.09 -0.08 0.3054

=====

Entry 2:
48
Properties=species:S:1:pos:R:3:forces:R:3:nbo_charge:R:1 method="wB97M-V/def2-TZVPD" e_lumo_ev="-0.61 / -2.15" multiplicity=3 gap_ev="8.0 / 7.4" homo_energy_ha="-0.318 / -0.350"
Ti -0.5811 -0.4094 0.8275 -0.20 0.35 -0.05 1.4822
C -3.8675 -2.6213 -0.8842 0.05 -0.01 0.02 -0.6623
C -2.4901 -3.0639 -0.4789 -0.03 0.01 -0.05 0.1213
C -2.3034 -4.0999 0.4242 0.00 -0.02 0.03 -0.2191
C -1.0309 -4.4616 0.8493 -0.01 0.00 0.01 -0.1809
C 0.0822 -3.7926 0.3728 0.03 0.00 -0.01 -0.2209
C -0.0838 -2.7676 -0.5595 0.03 -0.02 0.02 -0.2670
C -1.3617 -2.4086 -0.9817 -0.06 -0.08 -0.06 -0.3086
H -4.2807 -1.9644 -0.1145 -0.01 0.01 -0.01 0.2327
H -4.5423 -3.4702 -0.9905 0.00 0.00 0.00 0.2213
H -3.8443 -2.0698 -1.8235 -0.01 0.00 0.00 0.2274
H -3.1672 -4.6228 0.8170 0.00 0.00 0.00 0.2174
H -0.9125 -5.2678 1.5617 0.00 0.00 0.00 0.2190
H 1.0747 -4.0844 0.6920 0.00 0.01 0.00 0.2194
H 0.7826 -2.2989 -1.0129 0.00 0.01 0.01 0.2296
H -1.4790 -1.6474 -1.7404 -0.02 -0.02 -0.01 0.2679
O 1.3689 2.8515 1.2849 -0.02 0.06 0.04 -0.6075
C 0.3680 2.3025 0.8762 -0.01 -0.03 0.10 0.7795
O -0.2994 1.3803 1.5249 0.11 -0.10 -0.14 -0.7689
C -0.2190 2.6642 -0.4620 0.01 -0.09 0.00 -0.2483
C -0.0810 3.9570 -0.9221 0.03 0.10 -0.01 -0.0961
C -0.6526 4.3165 -2.1301 -0.01 -0.04 0.04 -0.0270
C -1.3465 3.4035 -2.8925 -0.09 0.01 -0.18 -0.1319
C -1.4414 2.0994 -2.4517 -0.02 0.10 0.00 -0.0554
C -0.8887 1.6890 -1.2277 0.03 -0.09 0.05 0.4518
O -0.9848 0.4393 -0.8138 0.07 0.02 0.05 -0.7768
N -2.1656 1.1635 -3.3207 0.05 -0.02 0.07 0.5381
O -1.8056 0.0026 -3.3400 -0.01 0.00 -0.02 -0.3750
O -3.0725 1.6184 -3.9863 -0.02 -0.01 -0.01 -0.3655
N -0.5190 5.6964 -2.6181 0.05 -0.10 0.01 0.5373
O 0.0818 6.4806 -1.9133 -0.02 0.03 -0.01 -0.3709
O -1.0087 5.9591 -3.6976 -0.02 0.03 0.01 -0.3750
H 0.4669 4.6805 -0.3350 0.00 -0.02 0.01 0.2710
H -1.8021 3.6906 -3.8287 0.01 0.02 0.02 0.2774
C 4.9293 0.6569 2.1326 -0.04 -0.01 0.00 -0.6327
C 3.6457 -0.1222 2.1914 -0.02 0.02 -0.05 -0.0327
C 3.3271 -0.9270 3.2917 0.06 0.00 0.05 -0.1222
C 2.1109 -1.5881 3.3868 0.10 0.11 -0.01 -0.3148
C 1.2884 -1.3732 2.3096 0.07 -0.27 0.12 0.3693
Br -2.0681 -1.3026 2.5389 0.05 0.00 -0.02 -0.4041
N 1.5414 -0.6743 1.2583 -0.20 0.06 -0.01 -0.5683
C 2.7131 -0.0130 1.1773 0.11 0.01 0.04 0.0684
H 5.7248 0.1467 2.6733 0.00 0.00 0.00 0.2230
H 4.7854 1.6398 2.5841 0.01 0.00 0.00 0.2441
H 5.2526 0.8104 1.1044 0.00 0.00 0.00 0.2282
H 4.0464 -1.0221 4.0977 -0.01 0.00 0.00 0.2285
H 1.8348 -2.1862 4.2409 -0.04 -0.02 -0.03 0.2517
H 2.8746 0.6104 0.3086 -0.02 -0.01 0.00 0.2250

=====

Entry 3:
13
Properties=species:S:1:pos:R:3:forces:R:3:nbo_charge:R:1 method="wB97M-V/def2-TZVPD" e_lumo_ev=0.52 gap_ev=9.7 homo_energy_ha=-0.336
O 2.1042 -0.5546 1.9626 -0.39 0.10 -0.34 -0.5311
C 1.2014 -0.3164 1.2057 0.29 -0.09 0.28 0.5936
C 0.0402 -1.0419 0.6437 -0.13 0.02 0.42 -0.6660
C -0.3938 0.1702 -0.0183 -0.01 -0.06 0.13 0.3114
C -1.3211 0.2027 -1.1375 -0.13 0.15 0.15 -0.1250
O -0.1467 -0.3600 -1.7268 0.12 -0.33 -0.25 -0.6580
C 0.7602 1.0027 0.4824 0.05 0.11 -0.03 -0.5478
H -0.5514 -1.8606 1.0435 0.10 0.08 -0.08 0.2549
H 0.1961 -1.1593 -0.7407 -0.01 0.24 -0.35 0.4727
H -2.1891 -0.4608 -1.0828 0.14 0.08 -0.03 0.1915
H -1.5639 1.1748 -1.5701 0.03 -0.13 0.08 0.2076
H 1.4167 1.4427 -0.2710 -0.08 -0.06 0.11 0.2490
H 0.4473 1.7606 1.2094 0.02 -0.11 -0.09 0.2472

=====

no.,energy (eV)
1,-78619.526
2,-132956.861
3,-9372.497